# 1
Density functional theory data (ωB97M-V with the def2-TZVPD basis set) for one molecule with the formula C20H22N2O5S.

Its orbital gap is 8.6 eV. The value obtained for the energy relative to the best compared isomer or geometry (same formula, charge and spin) is 2.220 eV. The SMILES is COc1ccc(N2C(=O)CN(Cc3cc(OC)c(OC)c(OC)c3)C2=S)cc1. As for the HOMO energy: -8.01 eV. For the molar mass, the calculation gives 402.47 g/mol. For the total energy, the calculation gives -1659.19733 Eh.

Atoms and positions in Å:
C -7.86726 -1.28117 0.06581
O -6.87004 -1.14240 1.04981
C -5.69380 -0.55647 0.70753
C -5.38619 -0.06322 -0.55644
C -4.15316 0.51743 -0.79334
C -3.21340 0.59809 0.22127
N -1.94674 1.18763 -0.02255
C -1.38698 2.15977 0.77183
O -1.87012 2.65052 1.75673
C -0.04696 2.48672 0.12934
N -0.03376 1.65121 -1.03899
C 1.15116 1.48480 -1.84979
C 2.21454 0.73635 -1.08764
C 3.28176 1.40586 -0.50756
C 4.22251 0.70020 0.22715
O 5.31785 1.25330 0.81713
C 5.52917 2.63503 0.67671
C 4.09112 -0.69101 0.41415
O 5.07331 -1.24390 1.18029
C 5.36404 -2.62012 1.08457
C 2.98978 -1.35261 -0.14959
O 2.85832 -2.69577 0.08187
C 1.78738 -3.38165 -0.52244
C 2.07372 -0.62807 -0.90511
C -1.11347 0.84823 -1.07958
S -1.40075 -0.33423 -2.17625
C -3.51356 0.11148 1.48859
C -4.74481 -0.45547 1.72810
H -8.70066 -1.77770 0.56015
H -8.19854 -0.30811 -0.31057
H -7.52327 -1.89798 -0.77040
H -6.09590 -0.11943 -1.36594
H -3.92453 0.90203 -1.77478
H 0.77832 2.24819 0.81087
H 0.01160 3.55028 -0.12580
H 1.50614 2.47607 -2.14456
H 0.84920 0.92610 -2.73908
H 3.38173 2.46961 -0.65266
H 6.45369 2.84474 1.21212
H 4.71591 3.21749 1.12334
H 5.64796 2.92267 -0.37361
H 6.31559 -2.74496 1.60143
H 5.47164 -2.93743 0.04446
H 4.60168 -3.23288 1.56998
H 1.90207 -4.42067 -0.21698
H 1.83058 -3.31826 -1.61387
H 0.81891 -3.00890 -0.17534
H 1.22832 -1.12111 -1.35425
H -2.78505 0.18667 2.28008
H -4.99899 -0.83694 2.70382

***

# 2
Density functional theory data (ωB97M-V with the def2-TZVPD basis set) for a 2-piece molecular cluster, C4H12S overall at a distorted geometry.

Its orbital gap is 9.6 eV. The value obtained for the energy relative to the best compared isomer or geometry (same formula, charge and spin) is 0.694 eV. The SMILES is CSC.CC. As for the HOMO energy: -8.49 eV. For the molar mass, the calculation gives 92.21 g/mol. For the total energy, the calculation gives -557.74490 Eh.

Atoms and positions in Å:
C 2.13729 -2.36260 -1.40857
S 0.91570 -1.02357 -1.50484
C 1.28959 -0.16714 0.13597
H 2.84760 -2.32671 -2.23263
H 2.75724 -2.36358 -0.51295
H 1.64855 -3.33036 -1.38386
H 2.26283 0.24349 -0.13380
H 1.27059 -0.92249 0.92452
H 0.50891 0.52805 0.39688
C -2.19890 0.78428 0.86861
C -1.66472 2.19867 0.50771
H -2.83915 0.21629 0.18387
H -1.35323 0.19458 1.14620
H -2.81594 0.94087 1.75354
H -1.02825 1.96543 -0.33630
H -2.49975 2.79381 0.19087
H -1.23837 2.63097 1.40479